Record 1
Density functional theory data (wB97M-V/def2-TZVPD) for the molecule C3H7FN2O at a distorted geometry.

Values from the calculation:
**Gap between HOMO and LUMO**: 9.937 eV
**Structure (SMILES)**: C[C@H](F)C(=O)NN
**Max |F|**: 4.116 eV/A
**DFT total energy**: -403.078678 hartree

CARTESIAN COORDINATES (ANGSTROEM)
F: 0.4448 1.9640 -0.1205
O: 0.6785 -1.7481 0.4783
N: 0.6492 -1.5689 -2.2319
N: 0.5786 -0.4583 -1.3976
C: 0.3716 0.8720 0.6872
C: -1.0204 0.7392 1.3104
C: 0.5678 -0.6567 -0.0396
H: -1.2321 1.2435 2.1938
H: 0.3701 0.4829 -1.7943
H: 1.1940 0.8658 1.3982
H: 0.7719 -2.3138 -1.4652
H: -1.3142 -0.3336 1.4181
H: -1.7575 1.1962 0.6411
H: 1.4435 -1.6651 -2.8245

***

Record 2
Density functional theory data (wB97M-V/def2-TZVPD) for an isolated ion of composition C3H7FN3 and charge +1 at a distorted geometry.

Values from the calculation:
**Gap between HOMO and LUMO**: 9.235 eV
**Structure (SMILES)**: C[C@@H](F)/N=N/C=[NH2+]
**Charge**: +1
**Max |F|**: 3.058 eV/A
**DFT total energy**: -382.289028 hartree

CARTESIAN COORDINATES (ANGSTROEM)
F: -1.2178 -1.0310 -0.5574
N: 1.3975 -0.8263 2.9245
N: -0.0331 0.8275 0.2659
N: 0.6283 0.0824 0.9105
C: 1.4385 -0.5761 1.5737
C: -0.8868 0.8867 -2.0477
C: -1.1533 0.3645 -0.6290
H: 2.1495 -1.3575 3.3174
H: -1.2197 0.0473 -2.7862
H: 0.1138 1.2764 -2.1244
H: -1.5713 1.8605 -2.2692
H: 0.4685 -0.7452 3.3279
H: 2.1978 -0.9170 0.9225
H: -2.0676 0.7557 -0.1930

***

Record 3
Density functional theory data (wB97M-V/def2-TZVPD) for the molecule C3H7FN4 at a distorted geometry.

Values from the calculation:
**Gap between HOMO and LUMO**: 9.321 eV
**Structure (SMILES)**: [H]/N=C(\N)N/N=C\CF
**Max |F|**: 9.049 eV/A
**DFT total energy**: -437.240078 hartree

CARTESIAN COORDINATES (ANGSTROEM)
F: -2.2829 1.0597 -0.5527
N: -0.3609 -0.9015 -0.0441
N: 2.2093 1.3102 0.1164
N: 2.5769 -1.1609 -0.2136
N: 0.4318 0.1010 0.1508
C: 1.7983 -0.0304 0.0389
C: -2.5496 -0.0152 0.4263
C: -1.5786 -1.0774 0.0407
H: -1.9825 -2.0358 -0.0978
H: -2.5493 0.5028 1.4259
H: 3.1968 1.8403 0.6884
H: -3.5649 -0.3375 -0.0121
H: 3.5017 -1.0125 -0.4004
H: 0.1287 0.9397 0.7605
H: 1.7955 1.8619 -0.4916

***

Record 4
Density functional theory data (wB97M-V/def2-TZVPD) for a 2-piece molecular cluster, C3H7FO overall at a distorted geometry.

Values from the calculation:
**Gap between HOMO and LUMO (alpha / beta)**: 8.836 / 8.724 eV
**Max |F|**: 3.243 eV/A
**DFT total energy**: -293.484520 hartree

CARTESIAN COORDINATES (ANGSTROEM)
F: -1.2017 -1.1757 0.2337
O: 0.2623 -0.3743 1.7458
C: -1.0037 1.0863 0.2992
C: 1.3244 -0.5623 -1.3205
C: -0.2784 -0.2090 0.5104
H: 1.6565 0.4613 -1.4089
H: -0.6193 1.6013 -0.5508
H: 0.5070 -0.9870 -1.9162
H: -0.8761 1.8066 1.1382
H: 2.1450 -1.2272 -0.9688
H: -2.1740 0.8679 0.3148
H: 0.2579 -1.2879 1.9230

***

Record 5
Density functional theory data (wB97M-V/def2-TZVPD) for a 2-piece molecular cluster, C3H7FO2 overall at a distorted geometry.

Values from the calculation:
**Gap between HOMO and LUMO (alpha / beta)**: 8.158 / 7.370 eV
**Max |F|**: 5.912 eV/A
**DFT total energy**: -368.694153 hartree

CARTESIAN COORDINATES (ANGSTROEM)
F: 1.6201 -0.4290 0.8165
O: -0.5958 -0.9463 0.7348
O: 0.0110 0.2850 -2.3776
C: 0.1354 1.2102 1.7286
C: -0.4417 -2.1876 0.1081
C: 0.3245 -0.1499 1.1617
H: -0.4682 -0.0121 -3.0755
H: 0.5087 -2.7282 -0.0682
H: 0.5931 1.3231 2.7452
H: 0.3954 1.1800 -2.7406
H: -0.9311 1.4199 1.7733
H: 0.5126 1.9766 0.8963
H: -1.3091 -2.8002 0.2573

***

Record 6
Density functional theory data (wB97M-V/def2-TZVPD) for a 2-piece molecular cluster, C3H7FO2 overall at a distorted geometry.

Values from the calculation:
**Gap between HOMO and LUMO**: 11.035 eV
**Structure (SMILES)**: C[C@H](O)F.C=O
**Max |F|**: 3.928 eV/A
**DFT total energy**: -368.791477 hartree

CARTESIAN COORDINATES (ANGSTROEM)
F: 0.4312 0.6654 -0.6576
O: 1.8486 -0.8412 -1.5470
O: -2.0396 0.8073 1.6171
C: 1.0226 -0.5358 -0.5046
C: 1.7415 -0.5817 0.8300
C: -2.4469 1.0893 0.5263
H: 0.1293 -1.3332 -0.6389
H: -3.1374 1.8853 0.2471
H: 2.7982 -0.4120 0.8152
H: 2.8515 -0.5974 -1.3027
H: 1.5758 -1.5633 1.2903
H: -2.2526 0.5614 -0.3689
H: 1.1862 0.2364 1.4208

***

Record 7
Density functional theory data (wB97M-V/def2-TZVPD) for C3H7FO2Tm as an isolated structure at a distorted geometry.

Values from the calculation:
**Gap between HOMO and LUMO (alpha / beta)**: 7.070 / 7.157 eV
**Charge**: +1
**Max |F|**: 3.291 eV/A
**DFT total energy**: -1453.789465 hartree
**2S+1**: 3

CARTESIAN COORDINATES (ANGSTROEM)
Tm: 1.3924 1.2147 -0.1774
F: 2.7402 -0.1066 0.6133
O: -1.2137 -1.2213 -0.4751
O: -0.6111 1.6511 -0.0805
C: -1.8788 1.1079 0.0329
C: -1.9144 -0.3712 0.4063
C: -0.0397 -1.8297 0.0108
H: -2.9605 -0.7141 0.3945
H: -2.4293 1.2177 -0.9241
H: 0.4749 -2.6618 -0.5059
H: -2.4786 1.6394 0.8024
H: -0.3314 -2.3633 0.9282
H: 0.9030 -1.2229 0.3800
H: -1.5233 -0.4981 1.4355

***

Record 8
Density functional theory data (wB97M-V/def2-TZVPD) for the molecule C3H7FS at a distorted geometry.

Values from the calculation:
**Gap between HOMO and LUMO**: 10.243 eV
**Structure (SMILES)**: C[C@@H](S)CF
**Max |F|**: 2.749 eV/A
**DFT total energy**: -616.498787 hartree

CARTESIAN COORDINATES (ANGSTROEM)
S: 1.0743 -0.1126 1.7252
F: -2.0414 0.6920 -0.5164
C: -0.9860 0.7424 0.3733
C: -0.0181 -0.3469 0.3222
C: 0.6540 -0.2691 -1.1117
H: 0.2782 -1.2036 -1.5195
H: 1.4450 -1.3261 1.9067
H: -0.5071 1.5798 -0.0216
H: -0.6454 -1.2709 0.4887
H: 0.1779 0.6464 -1.7129
H: 1.7418 -0.3012 -1.2585
H: -1.1732 1.1698 1.3244

***

Record 9
Density functional theory data (wB97M-V/def2-TZVPD) for C3H7HgO3 as an isolated structure at a distorted geometry.

Values from the calculation:
**Gap between HOMO and LUMO (alpha / beta)**: 9.104 / 8.561 eV
**Max |F|**: 7.416 eV/A
**DFT total energy**: -497.371212 hartree
**2S+1**: 2

CARTESIAN COORDINATES (ANGSTROEM)
Hg: -1.6939 -0.3833 -0.4531
O: -2.0409 1.4841 -0.5582
O: -0.8091 -1.9078 -0.7893
O: -0.3110 0.6855 0.6070
C: 0.4800 -2.3625 -0.6142
C: -0.9678 1.9189 0.1198
C: 1.0244 0.6530 0.9331
H: -0.2225 2.4720 -0.4849
H: 1.7344 0.7104 0.1063
H: 1.0412 -2.4048 -1.5667
H: 1.1393 -1.3805 0.0496
H: 0.5575 -3.3448 -0.1127
H: -1.1974 2.4840 1.0447
H: 1.2660 1.3757 1.7185

***

Record 10
Density functional theory data (wB97M-V/def2-TZVPD) for a 3-piece molecular cluster, C3H7I2N2O overall at a distorted geometry.

Values from the calculation:
**Gap between HOMO and LUMO**: 10.016 eV
**Charge**: +1
**Max |F|**: 3.695 eV/A
**DFT total energy**: -898.336739 hartree

CARTESIAN COORDINATES (ANGSTROEM)
I: -1.8028 2.0392 -0.1697
I: 4.1453 0.5371 0.1141
O: -1.6229 -1.3464 1.1402
N: -3.0407 -2.0629 -0.5480
N: 0.3603 0.4317 1.0035
C: -2.3356 -1.7659 0.3385
C: 0.4007 0.3986 -1.5323
C: -0.1089 0.7135 -0.3482
H: 5.3025 1.4051 0.7506
H: -0.5700 -0.0954 1.3736
H: 1.2843 -0.0879 -1.4889
H: 0.0268 0.7766 -2.5000
H: -4.0199 -1.9500 -0.6061
H: 1.2305 -0.1247 0.8594
H: 0.7505 1.1314 1.6134

***

Record 11
Density functional theory data (wB97M-V/def2-TZVPD) for an isolated ion of composition C3H7IN and charge +1 at a distorted geometry.

Values from the calculation:
**Gap between HOMO and LUMO**: 8.833 eV
**Structure (SMILES)**: [NH3+]C/C=C/I
**Charge**: +1
**Max |F|**: 4.794 eV/A
**DFT total energy**: -470.624704 hartree

CARTESIAN COORDINATES (ANGSTROEM)
I: -2.9702 2.3669 -2.0653
N: 0.7099 0.2756 0.6487
C: -1.1880 0.2970 -0.5784
C: -1.2413 1.0439 -1.6618
C: -0.2118 -0.6603 -0.1122
H: -0.6445 -1.3620 0.5789
H: -0.6233 1.3531 -2.5348
H: 1.2620 -0.1353 1.4094
H: -0.0478 0.7554 0.9849
H: 1.3932 0.6403 -0.0312
H: -2.0083 0.4568 0.1515
H: 0.2890 -1.2081 -0.9310

***

Record 12
Density functional theory data (wB97M-V/def2-TZVPD) for an isolated ion of composition C3H7INS and charge +1 at a distorted geometry.

Values from the calculation:
**Gap between HOMO and LUMO**: 7.833 eV
**Charge**: +1
**Max |F|**: 4.346 eV/A
**DFT total energy**: -868.780880 hartree

CARTESIAN COORDINATES (ANGSTROEM)
I: 3.5040 0.1123 -0.0751
S: 0.5448 -2.3315 0.2210
N: 0.5825 0.5033 0.5650
C: -0.7002 -1.1919 -0.5344
C: 1.7480 -0.2736 0.8621
C: -0.1190 0.2112 -0.8105
H: -1.3731 -1.0669 0.2186
H: -0.0170 0.5167 1.3854
H: 1.8965 -0.6264 1.8080
H: 0.7207 1.4455 0.3205
H: -0.8902 1.0236 -0.8824
H: -1.1605 -1.7852 -1.3699
H: 0.7094 0.1793 -1.5169

***

Record 13
Density functional theory data (wB97M-V/def2-TZVPD) for C3H7INS as an isolated structure at a distorted geometry.

Values from the calculation:
**Gap between HOMO and LUMO**: 9.060 eV
**Charge**: +1
**Max |F|**: 6.546 eV/A
**DFT total energy**: -868.778152 hartree

CARTESIAN COORDINATES (ANGSTROEM)
I: -3.2296 0.2826 0.0109
S: -1.0431 -2.2644 -0.0523
N: 0.7568 0.4143 0.1723
C: -1.2677 -0.5189 0.0639
C: -0.3161 -0.0227 1.1730
C: 0.0667 0.3585 -1.1505
H: -0.0495 -0.7290 1.9521
H: -1.5524 -2.3860 -1.3068
H: 1.3108 1.1568 0.5651
H: -0.3885 1.3839 -1.3151
H: 0.5775 -0.2518 -1.8325
H: -0.6185 0.7795 1.6838
H: 1.5402 -0.2109 0.0332

***

Record 14
Density functional theory data (wB97M-V/def2-TZVPD) for C3H7INS as an isolated structure at a distorted geometry.

Values from the calculation:
**Gap between HOMO and LUMO**: 9.544 eV
**Charge**: +1
**Max |F|**: 5.651 eV/A
**DFT total energy**: -868.803477 hartree

CARTESIAN COORDINATES (ANGSTROEM)
I: 2.8579 0.2072 0.1880
S: 0.3419 -2.2052 0.3077
N: -1.1966 0.5882 -0.1510
C: -0.0285 0.3277 -1.0192
C: -0.2771 0.4271 1.0003
C: 0.8271 -0.1929 0.1434
H: -0.0186 1.4804 1.5303
H: -1.8300 -0.1405 -0.1969
H: -0.3219 -0.4946 -1.7400
H: 0.5356 1.2098 -1.4534
H: -1.6615 1.5237 -0.2957
H: -0.6443 -0.0183 1.9269
H: 1.4159 -2.7127 -0.2404

***

Record 15
Density functional theory data (wB97M-V/def2-TZVPD) for the molecule C3H7N at a distorted geometry.

Values from the calculation:
**Gap between HOMO and LUMO**: 9.414 eV
**Structure (SMILES)**: C=CNC
**Max |F|**: 1.747 eV/A
**DFT total energy**: -173.214073 hartree

CARTESIAN COORDINATES (ANGSTROEM)
N: -0.7147 -0.3153 -0.2085
C: 0.2127 0.6274 1.8500
C: -0.0714 -0.5482 -1.4816
C: -0.0635 0.6618 0.5517
H: 0.0035 -0.1911 2.5300
H: 0.1426 1.4892 -0.1221
H: -0.9598 -1.1832 0.2281
H: -0.5100 -1.3378 -2.0819
H: 0.9392 1.3048 2.2818
H: 0.0182 0.3104 -2.1508
H: 1.0032 -0.8181 -1.3968

***

Record 16
Density functional theory data (wB97M-V/def2-TZVPD) for the molecule C3H7N at a distorted geometry.

Values from the calculation:
**Gap between HOMO and LUMO**: 8.739 eV
**Structure (SMILES)**: C=CNC
**Max |F|**: 2.456 eV/A
**DFT total energy**: -173.182561 hartree

CARTESIAN COORDINATES (ANGSTROEM)
N: -0.6244 0.0823 -0.3245
C: 1.4180 -1.3270 -0.5147
C: 0.3985 -0.6850 0.1561
C: -1.0097 1.2199 0.4467
H: -1.0103 -0.1345 -1.2324
H: 1.3040 -1.6399 -1.5252
H: -1.3198 2.0847 -0.2253
H: 0.3768 -0.5586 1.2689
H: -0.1869 1.3739 1.1335
H: -1.8661 0.9375 0.9892
H: 2.5199 -1.3533 -0.1723

***

Record 17
Density functional theory data (wB97M-V/def2-TZVPD) for the molecule C3H7N at a distorted geometry.

Values from the calculation:
**Gap between HOMO and LUMO**: 10.109 eV
**Structure (SMILES)**: NC1CC1
**Max |F|**: 3.491 eV/A
**DFT total energy**: -173.203793 hartree

CARTESIAN COORDINATES (ANGSTROEM)
N: -0.7983 -1.0696 0.7449
C: -0.2586 0.2373 0.3997
C: -0.0897 0.5412 -1.0931
C: 1.0934 0.2424 -0.2862
H: -0.2868 1.5801 -1.3713
H: -0.0808 -1.5874 1.4420
H: -0.4973 -0.3112 -1.6530
H: 1.7435 1.0913 -0.0746
H: -1.7461 -1.0347 1.2286
H: -0.6256 1.0889 1.0111
H: 1.5462 -0.7785 -0.3483

***

Record 18
Density functional theory data (wB97M-V/def2-TZVPD) for C3H7N as an isolated structure at a distorted geometry.

Values from the calculation:
**Gap between HOMO and LUMO**: 10.466 eV
**Max |F|**: 3.539 eV/A
**DFT total energy**: -173.107248 hartree

CARTESIAN COORDINATES (ANGSTROEM)
N: 0.3912 -0.4264 -0.3403
C: 1.2348 0.4931 0.2694
C: -0.7576 -0.7955 0.3561
C: -0.8639 -0.0959 -0.9756
H: -0.9673 -0.5579 -1.9630
H: -1.2639 0.9179 -0.9089
H: 1.9962 0.0056 0.8927
H: -0.9860 -1.8553 0.5594
H: 1.6911 1.1753 -0.4764
H: 0.2371 0.9792 1.2884
H: -0.7116 0.1599 1.2984

***

Record 19
Density functional theory data (wB97M-V/def2-TZVPD) for C3H7N as an isolated structure at a distorted geometry.

Values from the calculation:
**Gap between HOMO and LUMO**: 8.139 eV
**Max |F|**: 4.835 eV/A
**DFT total energy**: -173.035950 hartree

CARTESIAN COORDINATES (ANGSTROEM)
N: 1.1452 0.3341 0.2607
C: 0.2966 0.4986 -0.9335
C: 0.5372 -0.8615 1.1206
C: -1.1752 0.3398 -0.7900
H: -1.7180 -0.0947 -1.6976
H: 0.1546 -1.6526 0.3965
H: 0.3591 1.0597 0.2352
H: -0.1698 -0.2731 1.7295
H: 1.2992 -1.2093 1.8489
H: 0.9438 0.6400 -1.7495
H: -1.6727 1.2190 -0.4208

***

Record 20
Density functional theory data (wB97M-V/def2-TZVPD) for the molecule C3H7N at a distorted geometry.

Values from the calculation:
**Gap between HOMO and LUMO**: 10.360 eV
**Structure (SMILES)**: NC1CC1
**Max |F|**: 14.736 eV/A
**DFT total energy**: -173.106315 hartree

CARTESIAN COORDINATES (ANGSTROEM)
N: -0.9956 -0.9670 0.3988
C: 0.1653 0.7340 -0.9531
C: 0.5795 0.8550 0.4856
C: 0.3225 -0.4083 0.0436
H: -1.0831 -1.6046 1.1745
H: -0.3439 1.2293 1.1227
H: -0.6878 0.9134 -1.0522
H: -1.0796 -1.7121 -0.3167
H: 1.0540 -1.2944 -0.0583
H: 1.6192 1.5488 0.4194
H: 1.0861 0.6046 -1.5379